(1)
Below is 2 unconnected molecules or ions with the total composition C6H12O2 in a non-equilibrium geometry, with properties calculated with ωB97M-V/def2-TZVPD.

Geometry (Å):
C1 -1.93642 -0.37054 -2.23528
C2 -1.03565 0.52333 -1.79609
C3 -1.13578 1.96167 -2.21959
C4 0.12961 0.07952 -0.97972
C5 0.43296 0.68216 0.15475
C6 1.53943 0.21989 1.07061
O1 0.99111 0.04947 2.36801
H1 -2.83926 0.00728 -2.69054
H2 -1.83828 -1.42225 -2.00053
H3 -2.04433 2.07333 -2.82451
H4 -0.29359 2.31122 -2.80941
H5 -1.26875 2.62526 -1.36518
H6 0.63037 -0.81930 -1.32233
H7 -0.19273 1.44000 0.60609
H8 2.29498 0.98562 1.16206
H9 1.95167 -0.69484 0.65136
H10 1.20360 -0.77458 2.81873
O2 1.09854 -2.56679 3.74459
H11 1.65781 -3.02541 4.38511
H12 0.65472 -3.28505 3.28189

As for the structure (SMILES): C=C(C)/C=C/CO.O. As for the calculated total energy: -386.2368 a.u. The value obtained for the LUMO energy is 0.50 eV. The calculation puts the HOMO energy at -8.69 eV.

---

(2)
Below is a molecular structure, C3H8FeO2 in a non-equilibrium geometry, with properties calculated with ωB97M-V/def2-TZVPD.

Geometry (Å):
C1 -0.19720 -1.21161 -1.15787
C2 0.97057 -0.59469 -0.40572
O1 0.49790 0.11718 0.75430
C3 1.17871 1.30999 1.03358
Fe1 -1.93480 -0.44324 -0.36653
H1 -0.12149 -0.94784 -2.22693
H2 -0.19220 -2.30819 -1.03128
H3 1.53145 0.10992 -1.04423
H4 1.67325 -1.34815 -0.01262
H5 0.80089 1.71400 1.98183
H6 2.26540 1.13336 1.11048
O2 -3.50059 0.28479 0.15410
H7 -3.97603 0.12576 0.96823
H8 1.00413 2.05871 0.24266

As for the expectation value of S²: 8.77. As for the net charge: +1. The multiplicity is 6. As for the calculated total energy: -1532.8825 a.u. The value obtained for the LUMO energy (spin up / spin down) is -3.86 / -8.30 eV. The calculation puts the HOMO energy (spin up / spin down) at -14.74 / -14.46 eV.

---

(3)
Below is 2 unconnected molecules or ions with the total composition CH6N2 in a non-equilibrium geometry, with properties calculated with ωB97M-V/def2-TZVPD.

Geometry (Å):
C1 -0.05732 0.92078 0.51757
N1 0.30096 -1.34252 0.03542
N2 0.44401 -0.07333 -0.31957
H1 -1.16566 1.18458 0.41371
H2 0.01437 0.59404 1.46692
H3 0.53414 1.88471 0.31039
H4 0.72194 -1.83891 -0.66918
H5 -0.77202 -1.64979 0.03281
H6 -0.02041 0.32044 -1.78807

As for the calculated total energy: -151.0464 a.u. The value obtained for the LUMO energy is 0.60 eV. The calculation puts the HOMO energy at -8.10 eV.

---

(4)
Below is 6 unconnected molecules or ions with the total composition C36H70BrF2N3O17P in a non-equilibrium geometry, with properties calculated with ωB97M-V/def2-TZVPD.

Geometry (Å):
C1 -0.13696 3.08569 2.92718
C2 -1.71740 2.85462 3.09533
C3 -2.14654 1.31411 3.33744
F1 -1.05018 0.38078 3.35630
C4 -3.37534 0.84711 2.36856
C5 -4.26978 -0.31840 3.04635
C6 -5.12015 -0.99983 1.86525
C7 -6.01594 -2.17180 2.58493
C8 -7.51106 -1.69427 2.94292
F2 -7.69501 -0.26393 2.92632
N1 -4.30755 -1.67976 0.79999
P1 -5.40145 -2.11512 -0.59608
N2 -5.86617 -0.85597 -1.44860
C9 -3.11792 -0.91799 0.29299
C10 -1.75926 -1.82668 0.36234
C11 -1.39093 -2.33916 1.83865
C12 0.19139 -2.26382 2.19904
C13 0.85679 -3.75053 2.06070
O1 1.08212 -4.06689 0.66083
C14 2.23525 -3.30659 0.18901
C15 -2.93350 0.57532 0.85154
Br1 -4.07236 1.78007 -0.31628
O2 -1.54589 1.00586 0.56651
C16 -1.45940 1.37884 -0.81905
N3 -1.23680 1.31578 -2.01248
H1 0.12894 4.20794 2.82686
H2 0.26937 2.55064 2.00165
H3 0.44121 2.70039 3.83785
H4 -2.04243 3.47208 4.02199
H5 -2.27953 3.34654 2.20976
H6 -2.60632 1.29010 4.40448
H7 -4.06654 1.78012 2.34215
H8 -5.03774 0.21508 3.72726
H9 -3.69209 -1.04201 3.71313
H10 -5.75935 -0.19541 1.36491
H11 -5.96753 -3.17397 2.01270
H12 -5.49697 -2.38829 3.60057
H13 -7.71596 -2.02627 4.03505
H14 -8.24945 -2.27646 2.29208
H15 -4.03501 -2.61482 1.19495
H16 -4.73338 -3.10453 -1.41977
H17 -6.59100 -2.74836 -0.07973
H18 -6.89027 -0.73586 -1.43076
H19 -3.29640 -0.80007 -0.85257
H20 -0.88295 -1.33850 -0.20171
H21 -2.02341 -2.77270 -0.26089
H22 -1.65689 -3.47022 1.88596
H23 -1.97458 -1.84967 2.69086
H24 0.76377 -1.46894 1.61331
H25 0.23258 -2.03979 3.33741
H26 0.20000 -4.55598 2.57583
H27 1.83836 -3.73594 2.68275
H28 1.92483 -2.23170 -0.11734
H29 2.64550 -3.82798 -0.74554
H30 3.05297 -3.17629 0.99179
C17 2.67126 0.76411 -4.13158
C18 2.89643 0.19115 -2.74405
O3 3.81630 -0.90678 -2.78690
C19 5.11415 -0.56860 -2.88424
O4 5.55431 0.55539 -2.92696
O5 5.83624 -1.70033 -2.95148
C20 7.23329 -1.48355 -3.15124
H31 2.36704 -0.02434 -4.82565
H32 1.89803 1.53458 -4.10902
H33 3.58632 1.20478 -4.53152
H34 1.95345 -0.20343 -2.35622
H35 3.23820 0.95699 -2.04197
H36 7.64052 -0.79752 -2.40596
H37 7.40949 -1.10498 -4.16094
H38 7.73927 -2.44446 -3.04870
C21 3.43566 -3.95667 -6.04311
C22 4.78606 -3.51179 -5.51070
O6 5.84108 -4.31187 -6.05848
C23 6.20802 -4.00465 -7.31443
O7 5.73911 -3.12558 -7.99852
O8 7.17276 -4.86303 -7.68904
C24 7.59165 -4.70504 -9.04391
H39 3.29329 -5.02799 -5.87593
H40 2.62876 -3.41031 -5.55030
H41 3.35911 -3.78937 -7.11919
H42 4.81396 -3.65317 -4.42781
H43 4.96504 -2.44974 -5.70154
H44 7.87589 -3.67230 -9.25516
H45 6.79683 -5.03180 -9.71868
H46 8.46312 -5.34187 -9.20144
C25 -8.88672 0.59023 -6.12654
C26 -7.99712 1.47408 -6.98217
O9 -6.95374 2.06488 -6.19700
C27 -5.91781 1.25937 -5.91057
O10 -5.79187 0.10868 -6.25890
O11 -5.05273 1.94832 -5.14471
C28 -3.94323 1.17567 -4.69082
H47 -9.26213 1.14747 -5.26362
H48 -9.73476 0.22122 -6.70660
H49 -8.33546 -0.26775 -5.73668
H50 -8.58753 2.29810 -7.39009
H51 -7.58019 0.92523 -7.83115
H52 -3.43291 0.68443 -5.52176
H53 -4.27981 0.44000 -3.95526
H54 -3.23829 1.85227 -4.20556
C29 5.13718 2.77373 -0.12265
C30 4.34202 2.37402 1.10771
O12 5.02318 2.75844 2.30825
C31 4.92446 4.05739 2.63919
O13 4.31605 4.90386 2.02784
O14 5.64234 4.25846 3.75828
C32 5.69783 5.62345 4.17113
H55 6.15556 2.38037 -0.06392
H56 4.66197 2.39257 -1.02841
H57 5.21956 3.85896 -0.20653
H58 4.24283 1.28564 1.13838
H59 3.33011 2.78960 1.08642
H60 4.69836 6.05422 4.25844
H61 6.30564 6.19912 3.46914
H62 6.17519 5.65774 5.15135
C33 -1.16549 2.13688 9.61337
C34 -0.04350 3.10873 9.93192
O15 1.21678 2.60552 9.47163
C35 1.44651 2.73569 8.15494
O16 0.69767 3.23881 7.34652
O17 2.64483 2.18520 7.88510
C36 2.97468 2.17315 6.49843
H63 -0.93193 1.14257 10.00399
H64 -2.10582 2.47793 10.05092
H65 -1.30421 2.03136 8.53552
H66 0.04142 3.22363 11.01519
H67 -0.23970 4.10134 9.51698
H68 2.88721 3.16935 6.05996
H69 2.33340 1.46199 5.97145
H70 4.00992 1.84377 6.40091

As for the net charge: +1. As for the calculated total energy: -5971.6931 a.u. The value obtained for the LUMO energy is -3.11 eV. The calculation puts the HOMO energy at -11.93 eV.